Here is a molecular structure, C22H32N2OP2Ru from OMol25. Energies are from ωB97M-V/def2-TZVPD.

- Expectation value of S²: 6.066
- Net charge: +2
- Multiplicity: 5

Last column: Löwdin spin population.
CARTESIAN COORDINATES (ANGSTROEM)
C -1.00211 3.59192 -2.63211  0.120
C -0.73555 2.29070 -2.17450  -0.002
C 0.58212 1.82618 -2.24938  0.089
C 1.62746 2.59505 -2.82743  0.026
C 1.32152 3.92937 -3.24220  0.094
C 0.02769 4.39551 -3.14833  -0.005
C 2.88014 2.01016 -2.94328  0.325
C 3.10672 0.66357 -2.68157  0.026
C 2.05997 -0.11380 -2.13387  0.083
C 2.15829 -1.49275 -1.99634  0.000
C 3.36652 -2.10758 -2.31294  0.112
C 4.44167 -1.36025 -2.77906  -0.003
C 4.34179 0.00132 -2.97316  0.094
H -2.02457 3.97695 -2.57514  0.007
H 2.08890 4.55918 -3.62956  0.004
H -0.21672 5.40721 -3.43083  -0.003
H 3.71878 2.64248 -3.25498  0.013
H 3.46023 -3.17859 -2.17611  0.007
H 5.37504 -1.87115 -2.96347  -0.002
H 5.18495 0.55472 -3.34183  0.004
N 0.84885 0.51320 -1.79642  0.192
Ru 0.17281 0.07332 0.99511  2.073
C -1.82885 1.38414 -1.62285  0.017
H -1.86368 0.42505 -2.15812  -0.001
H -2.79343 1.88008 -1.75139  0.003
C 0.94722 -2.29494 -1.56376  0.033
H 0.05838 -2.11781 -2.19276  -0.001
H 1.18338 -3.36540 -1.63571  0.006
P -1.64942 0.92612 0.18615  0.123
P 0.38182 -1.96995 0.18585  0.129
C 1.72422 -2.78128 1.13247  0.044
H 1.54813 -2.57420 2.19967  0.002
H 1.76085 -3.86496 0.95841  0.009
H 2.67026 -2.32281 0.82104  0.003
C -1.08518 -3.10096 0.36050  0.005
H -0.81935 -4.13948 0.09116  0.001
H -1.41767 -3.05760 1.41270  0.000
H -1.88699 -2.73405 -0.30268  0.000
C -1.92729 2.58786 0.90677  0.057
H -2.88253 3.01999 0.58370  0.011
H -1.90434 2.51098 2.00037  0.003
H -1.10500 3.23008 0.57358  0.003
C -3.25090 0.04426 0.48289  0.012
H -3.45357 0.03503 1.56503  0.000
H -4.08574 0.54527 -0.03923  0.001
H -3.16156 -0.99275 0.12455  0.000
H 0.11664 -0.05920 -2.26538  0.010
H 1.38062 0.96152 0.46037  0.093
C -1.52719 -2.26954 4.45544  0.001
N -1.56011 -0.80547 4.53502  0.005
C -2.20528 -0.18457 5.67612  0.001
C -1.00122 -0.10001 3.57981  0.026
O -0.41759 -0.71604 2.62978  0.144
H -1.96073 -2.63632 5.39543  0.000
H -0.49623 -2.62285 4.36051  0.000
H -2.12816 -2.62985 3.61309  0.000
H -1.50351 0.47315 6.19834  0.000
H -3.07742 0.40240 5.36629  0.000
H -2.52216 -0.99273 6.34427  0.000
H -1.04088 1.00018 3.59996  0.006

Here is 7 unconnected molecules or ions with the total composition C22H33BF4N4O2 from OMol25. Energies are from ωB97M-V/def2-TZVPD.

- Net charge: -2

Last column: Mulliken charge in e.
CARTESIAN COORDINATES (ANGSTROEM)
B 10.67657 -3.33948 -16.00024  0.648
F 11.16129 -2.86655 -14.85189  -0.380
F 11.56113 -3.20858 -17.06401  -0.457
F 10.51584 -4.65662 -15.86126  -0.401
F 9.48321 -2.81876 -16.27772  -0.363
C 8.71998 -0.98816 -13.47816  -0.496
C 8.15351 -2.21962 -12.71880  0.096
O 8.56757 -3.57987 -12.95378  -0.896
H 8.19445 -0.08992 -13.15400  0.255
H 8.57401 -0.98600 -14.55834  0.149
H 9.80148 -0.92833 -13.35618  0.215
H 7.10032 -2.23101 -12.99944  -0.312
H 8.10180 -2.04341 -11.64438  0.047
C 9.92144 -4.63315 -7.67818  -0.529
C 8.54385 -4.32526 -8.19170  -0.457
C 8.70197 -4.30807 -9.70262  0.058
O 10.10055 -4.51677 -9.93907  -0.408
C 10.87852 -4.09934 -8.75728  -0.441
H 10.03983 -5.71446 -7.60852  0.236
H 10.18218 -4.16596 -6.72852  0.322
H 8.25182 -3.36145 -7.77470  0.309
H 7.86258 -5.12741 -7.90793  0.244
H 8.44456 -3.32249 -10.09054  -0.243
H 8.15525 -5.01290 -10.32906  0.344
H 10.82367 -3.02304 -8.92053  0.263
H 11.95087 -4.29473 -8.75553  0.301
N 4.80758 2.74195 -14.13092  -0.009
C 3.48854 2.36637 -13.98852  -0.534
C 3.42924 1.12179 -13.45279  -0.692
C 4.67616 0.56451 -13.61176  0.283
C 5.51389 1.56186 -14.02941  -0.738
H 5.20452 3.64151 -14.36188  0.197
H 2.57311 2.90907 -14.17258  0.345
H 2.53533 0.62233 -13.10946  0.401
H 4.95540 -0.46948 -13.47285  0.318
H 6.54560 1.55130 -14.34859  0.382
N 4.58221 -4.58473 -12.74564  0.099
C 4.40157 -3.26752 -12.62880  -0.573
C 3.42406 -2.80345 -13.54383  0.035
C 3.01879 -3.98814 -14.28838  -0.527
C 3.79081 -5.01081 -13.78344  -0.606
H 5.11414 -5.22060 -12.16874  0.224
H 4.91399 -2.68385 -11.87837  0.486
H 2.76082 -1.95227 -13.58861  0.247
H 2.11792 -4.00316 -14.88387  0.353
H 3.67618 -6.05448 -14.03643  0.329
N 9.96767 0.58466 -18.59686  -0.032
C 10.01979 0.16305 -17.26917  -0.177
C 9.21781 1.08903 -16.62329  0.319
C 8.54315 1.86007 -17.53082  -0.818
C 9.01622 1.51804 -18.80407  -0.544
H 10.57903 0.29315 -19.34611  0.227
H 10.57226 -0.70021 -16.92866  -0.230
H 9.05751 1.26893 -15.57052  0.430
H 7.84141 2.64893 -17.30353  0.366
H 8.85737 1.76879 -19.84247  0.386
N 11.94260 -0.05085 -14.86269  0.631
C 12.45105 0.91543 -14.02042  -0.447
C 13.57690 1.41946 -14.53783  -0.637
C 13.87338 0.69689 -15.75686  -0.671
C 12.82955 -0.24120 -15.89486  -0.486
H 11.12964 -0.59128 -14.60357  -0.050
H 11.86875 1.12297 -13.13484  0.394
H 14.23973 2.09714 -14.02033  0.369
H 14.73735 0.79160 -16.39794  0.402
H 12.57157 -0.94568 -16.67175  0.448

Here is 5 unconnected molecules or ions with the total composition C22H33BFN5O from OMol25. Energies are from ωB97M-V/def2-TZVPD.

- Net charge: 0

Last column: Mulliken charge in e.
CARTESIAN COORDINATES (ANGSTROEM)
C 1.89750 -2.43887 -0.34052  -0.720
C 1.84007 -1.35817 0.71236  0.212
O 1.51216 -1.57192 1.84989  -0.582
N 2.25865 -0.05819 0.25885  -0.088
C 1.16289 0.92437 0.09181  -0.580
C 0.17832 0.57443 -1.01893  -0.989
C -0.99834 -0.31695 -0.59806  -0.565
C -2.04790 0.46304 0.22865  -0.003
B -3.05386 -0.54469 0.84946  0.377
F -4.16636 -0.86111 0.16942  -0.317
H 2.05933 -3.39914 0.14734  0.289
H 0.94390 -2.48318 -0.87183  0.253
H 2.67520 -2.24054 -1.07260  0.326
H 2.86068 0.30707 0.99380  0.287
H 0.63118 1.09079 1.03664  0.448
H 1.65652 1.86451 -0.15499  0.192
H 0.73811 0.12717 -1.84514  0.456
H -0.24958 1.50758 -1.39576  0.458
H -1.48002 -0.72909 -1.48712  0.361
H -0.64156 -1.16973 -0.01467  0.240
H -2.55082 1.18153 -0.42535  0.239
H -1.53049 1.02485 1.00967  -0.244
H -2.89532 -1.12590 1.88306  -0.099
C -7.50289 1.95119 2.58993  -0.401
C -7.04806 1.22789 3.72621  -0.408
C -6.40230 0.11066 3.26554  -0.478
N -6.44946 0.13233 1.89904  0.021
C -7.11724 1.24856 1.47865  -0.517
H -8.05064 2.87866 2.58939  0.404
H -7.18218 1.49585 4.76084  0.403
H -5.91729 -0.69291 3.79302  0.382
H -6.04473 -0.56043 1.29502  0.219
H -7.26025 1.44951 0.43081  0.385
C 4.38069 1.50278 -2.04609  0.418
C 5.69647 1.45137 -2.58445  -0.984
C 5.97886 2.68821 -3.09919  -0.411
N 4.88652 3.48562 -2.89372  0.011
C 3.90950 2.77254 -2.25394  -0.827
H 3.84207 0.70479 -1.56109  0.479
H 6.35908 0.60199 -2.59193  0.380
H 6.85921 3.06536 -3.59055  0.380
H 4.81292 4.44676 -3.17060  0.177
H 2.96630 3.22789 -2.00274  0.393
C 0.89521 4.56718 2.41335  -0.379
C -0.29717 5.00975 1.77727  -0.479
C -1.25033 4.04827 1.98188  -0.513
N -0.67840 3.04410 2.71454  0.039
C 0.62642 3.34997 2.98096  -0.636
H 1.84002 5.08319 2.44990  0.438
H -0.43974 5.93138 1.23829  0.443
H -2.28055 3.99593 1.67351  0.433
H -1.14618 2.20746 3.01232  0.237
H 1.25007 2.67760 3.54516  0.426
C 2.16504 -6.78102 -3.49458  -0.401
C 3.09695 -6.84213 -2.42244  -0.413
C 2.49707 -6.27868 -1.32829  -0.468
N 1.24176 -5.88115 -1.69790  0.014
C 1.03034 -6.18325 -3.01556  -0.487
H 2.31208 -7.13583 -4.50081  0.385
H 4.09230 -7.25245 -2.45239  0.406
H 2.85524 -6.12992 -0.32394  0.382
H 0.57605 -5.43703 -1.09300  0.221
H 0.09701 -5.94988 -3.49835  0.375

Here is a molecular structure, C22H33BrHfN5O2S from OMol25. Energies are from ωB97M-V/def2-TZVPD.

- Net charge: +3

Last column: Mulliken charge in e.
CARTESIAN COORDINATES (ANGSTROEM)
Hf -0.26204 -0.55089 1.15555  1.355
C 1.34619 2.16809 0.57529  0.068
C -0.02604 2.72378 0.93432  -1.361
N -0.80332 1.63864 1.61807  0.484
C -2.28971 1.82445 1.65210  -0.767
C -2.98797 0.82988 0.74859  -0.671
N -2.59355 -0.57907 1.07921  -0.597
C -3.40581 -1.56514 0.29726  -0.912
C -2.87167 -1.79115 -1.10082  -0.362
C -1.66914 -2.71296 -1.15814  -0.770
N -0.39385 -2.18649 -0.52796  -0.772
C 0.58531 -1.72760 -1.57406  -0.596
C 0.20492 -0.35348 -2.06913  -0.863
N 0.12904 0.57708 -0.89900  -0.360
C 1.33978 1.45734 -0.77247  -0.976
H 1.67892 1.50971 1.40302  -0.217
H 2.10019 2.95693 0.56376  0.693
H -0.57475 3.06074 0.05166  0.585
H 0.05283 3.57945 1.60526  0.587
H -0.48866 1.70382 2.59361  -0.526
H -2.54110 2.84082 1.34842  0.513
H -2.61776 1.69906 2.68476  0.235
H -2.75895 1.01378 -0.30398  0.263
H -4.07094 0.92615 0.85015  0.686
H -2.85749 -0.70463 2.05691  0.454
H -4.43554 -1.20631 0.26689  0.482
H -3.40938 -2.50123 0.85857  0.458
H -2.69299 -0.84204 -1.61418  0.077
H -3.65614 -2.27760 -1.68479  0.478
H -1.44353 -2.96851 -2.19358  0.336
H -1.91085 -3.64706 -0.64966  0.532
H 0.04103 -3.00862 -0.10967  0.355
H 0.61272 -2.44958 -2.39098  0.564
H 1.57854 -1.71397 -1.12404  0.228
H -0.76645 -0.37378 -2.56078  0.406
H 0.92757 0.01142 -2.79978  0.535
H -0.65038 1.20712 -1.07526  0.363
H 1.32371 2.18867 -1.58290  0.459
H 2.21908 0.83252 -0.92482  0.535
Br 5.66161 -4.04519 2.15081  0.034
C 4.10836 -3.08792 1.84002  -0.145
C 4.15344 -1.79314 1.31518  -0.813
C 2.97735 -1.11345 1.11500  -0.018
N 1.75844 -1.62937 1.39414  1.135
C 1.73075 -2.88542 1.90185  -0.247
C 2.85716 -3.63657 2.13172  -0.783
H 5.09830 -1.32617 1.07315  0.551
H 3.01125 -0.10102 0.73687  0.124
H 0.75891 -3.28671 2.16763  0.446
H 2.76901 -4.63171 2.54562  0.504
O 3.88334 3.94086 5.12906  -0.443
C 2.75137 3.81031 4.44333  0.411
O 2.35367 4.64376 3.68120  -0.483
C 1.98615 2.51418 4.54349  0.056
C 2.57899 1.29884 4.23811  -0.639
C 1.79109 0.17738 3.98569  0.174
C 0.40672 0.27351 4.06665  0.231
S -0.73540 -1.00198 3.52064  -0.340
C -0.17180 1.45386 4.56342  -0.896
C 0.60849 2.57585 4.76441  -0.653
H 3.96155 3.30768 5.85583  0.386
H 3.65635 1.23123 4.14185  0.546
H 2.26333 -0.76504 3.74871  0.728
H -1.23630 1.47788 4.77166  0.610
H 0.15910 3.50932 5.08002  0.545

Computed values of maximum force (unit: eV/A) for the preceding records, in sequence: 4.900; 3.968; 0.384; 0.581.
Computed values of relative energy (zero: lowest compared OMol25 entry of this formula, charge and spin) (unit: kJ/mol) for the preceding records, in sequence: 0.0; 207.8; 0.0; 0.0.
Computed values of calculated total energy (unit: hartree) for the preceding records, in sequence: -1819.21845; -1651.94507; -1331.84293; -4301.78488.